Record 1
Below is C21H42F6N2O7S2Si2 as an isolated structure, with properties calculated with ωB97M-V/def2-TZVPD.

Properties
LUMO (spin up / spin down) = -1.980 / -1.980 eV
max |F| = 9.67 eV Å⁻¹
2S+1 = 3
gap between HOMO and LUMO (spin up / spin down) = 7.13 / 7.72 eV

Last column: Mulliken charge in e.
Element x y z (Å)
C  2.26  3.89  0.89  -0.810
S  0.75  3.29  1.89  0.974
O  1.20  2.92  3.33  -0.616
O  -0.16  4.56  2.03  -0.614
Si  -0.12  1.69  0.75  0.632
F  -0.06  2.22  -0.98  -0.270
O  0.85  0.23  0.82  -0.112
Si  0.75  -0.55  2.40  0.562
S  -2.24  1.35  1.15  0.726
O  -2.53  0.96  2.64  -0.519
O  -2.61  0.05  0.33  -0.573
C  -3.35  2.71  0.49  0.470
F  -4.74  2.14  0.39  -0.231
F  -2.98  3.14  -0.90  -0.205
C  -3.43  4.06  1.41  0.620
F  -2.97  3.91  2.81  -0.156
F  -2.79  5.22  0.72  -0.194
F  -4.90  4.41  1.50  -0.256
H  2.93  4.65  1.50  0.386
H  1.82  4.36  -0.10  0.243
H  2.83  2.91  0.57  0.300
H  0.03  0.26  3.41  -0.060
H  0.08  -1.86  2.19  -0.137
H  2.09  -0.79  2.96  -0.155
C  -1.48  -6.71  2.09  -1.626
C  -0.77  -6.81  3.47  1.754
C  -1.55  -7.71  4.47  -1.376
C  -2.70  -7.05  5.21  -0.501
C  -2.29  -5.70  5.79  -1.262
C  -1.70  -4.77  4.70  1.746
N  -0.54  -5.41  3.98  0.309
O  0.55  -5.44  4.87  -0.502
C  -2.84  -4.39  3.71  -1.863
C  -1.30  -3.41  5.34  -1.642
C  0.56  -7.58  3.15  -1.778
H  -1.82  -5.71  1.83  0.328
H  -0.81  -6.98  1.26  0.467
H  -2.35  -7.38  2.03  0.303
H  -0.85  -8.08  5.24  0.396
H  -1.93  -8.60  3.96  0.369
H  -3.57  -6.95  4.55  0.274
H  -3.03  -7.70  6.03  0.410
H  -3.17  -5.23  6.25  0.392
H  -1.57  -5.86  6.60  0.349
H  -2.47  -3.73  2.92  0.326
H  -3.64  -3.84  4.24  0.426
H  -3.33  -5.24  3.25  0.412
H  -0.59  -3.52  6.17  0.374
H  -2.18  -2.90  5.76  0.405
H  -0.86  -2.73  4.60  0.254
H  1.22  -6.99  2.50  0.456
H  0.33  -8.52  2.62  0.427
H  1.12  -7.86  4.05  0.355
C  0.40  5.42  -5.50  -1.667
C  1.81  5.25  -4.86  1.783
C  2.95  5.47  -5.90  -1.351
C  3.30  4.27  -6.77  -0.506
C  3.45  3.00  -5.93  -1.211
C  2.20  2.74  -5.06  1.665
N  1.86  3.91  -4.18  0.470
O  2.83  3.98  -3.16  -0.532
C  1.02  2.38  -6.01  -1.885
C  2.41  1.43  -4.23  -1.756
C  1.90  6.47  -3.87  -1.876
H  -0.21  4.51  -5.48  0.354
H  -0.22  6.14  -4.96  0.471
H  0.46  5.76  -6.54  0.307
H  3.87  5.76  -5.37  0.392
H  2.71  6.32  -6.55  0.377
H  2.55  4.13  -7.55  0.284
H  4.25  4.47  -7.29  0.400
H  3.64  2.15  -6.60  0.388
H  4.35  3.09  -5.30  0.349
H  0.10  2.18  -5.44  0.357
H  1.24  1.47  -6.58  0.421
H  0.80  3.14  -6.75  0.415
H  3.30  1.47  -3.60  0.347
H  2.54  0.57  -4.89  0.398
H  1.55  1.23  -3.59  0.382
H  1.18  6.37  -3.05  0.461
H  1.69  7.41  -4.39  0.436
H  2.90  6.58  -3.43  0.338

---

Record 2
Below is a 3-piece molecular cluster, C21H42N3O4S overall, with properties calculated with ωB97M-V/def2-TZVPD.

Properties
LUMO = 2.556 eV
max |F| = 5.94 eV Å⁻¹
charge = -1
gap between HOMO and LUMO = 5.01 eV

Last column: Mulliken charge in e.
Element x y z (Å)
C  3.91  -2.22  4.44  -0.917
C  3.53  -0.81  3.73  -0.328
S  1.69  -0.64  3.49  -0.086
C  0.93  0.41  4.83  -0.508
C  -0.51  0.97  4.32  -0.761
C  -1.37  -0.34  4.06  0.068
C  -1.99  -1.10  5.23  -0.558
C  -2.73  -2.34  4.75  -0.355
C  -2.78  -2.66  3.28  -0.398
N  -2.28  -1.97  2.15  -0.262
C  -1.59  -0.84  2.65  0.198
H  3.52  -2.18  5.51  0.236
H  5.05  -2.30  4.40  0.341
H  3.46  -3.12  3.90  0.227
H  3.96  0.03  4.36  0.281
H  3.98  -0.82  2.67  0.062
H  0.73  -0.27  5.74  0.171
H  1.60  1.25  5.20  0.406
H  -0.38  1.58  3.37  0.234
H  -1.89  -0.80  6.32  0.391
H  -3.23  -3.03  5.50  0.262
H  -3.33  -3.64  3.01  0.222
H  -1.12  -0.20  1.83  0.100
C  5.52  2.71  -1.65  -0.708
O  5.24  1.78  -0.61  -0.326
C  4.11  2.13  0.18  -0.853
C  2.93  1.20  -0.10  0.069
N  2.37  1.44  -1.44  -0.287
C  1.45  0.39  -1.89  -0.401
C  1.99  -1.05  -2.01  -0.499
O  2.95  -1.23  -3.05  -0.473
C  4.27  -0.83  -2.72  -0.518
H  6.52  2.49  -2.04  0.223
H  4.81  2.61  -2.47  0.297
H  5.52  3.74  -1.28  0.332
H  3.83  3.18  0.06  0.418
H  4.40  1.99  1.22  0.357
H  2.15  1.37  0.65  0.361
H  3.29  0.18  0.00  -0.021
H  3.12  1.51  -2.11  0.137
H  1.11  0.69  -2.89  0.335
H  0.57  0.39  -1.24  0.089
H  1.14  -1.68  -2.27  0.339
H  2.37  -1.44  -1.06  0.342
H  4.50  -1.00  -1.67  0.268
H  4.41  0.22  -2.99  0.141
H  4.96  -1.42  -3.33  0.315
C  -5.75  0.75  -4.50  -0.709
O  -4.88  1.64  -3.83  -0.327
C  -5.27  1.92  -2.48  -0.825
C  -4.32  1.24  -1.48  -0.149
N  -4.50  -0.21  -1.48  -0.319
C  -3.43  -0.94  -0.79  -0.854
C  -1.99  -0.78  -1.31  -0.109
O  -1.75  -1.36  -2.59  -0.487
C  -2.16  -0.56  -3.69  -0.636
H  -5.51  0.79  -5.57  0.228
H  -5.61  -0.27  -4.16  0.302
H  -6.80  1.05  -4.37  0.334
H  -6.31  1.65  -2.29  0.400
H  -5.17  3.00  -2.35  0.405
H  -4.53  1.62  -0.48  0.363
H  -3.30  1.53  -1.76  0.087
H  -4.54  -0.54  -2.44  0.220
H  -3.68  -2.00  -0.86  0.275
H  -3.46  -0.68  0.27  0.290
H  -1.34  -1.32  -0.61  0.458
H  -1.65  0.26  -1.28  0.294
H  -2.05  0.51  -3.50  0.267
H  -3.20  -0.80  -3.95  0.181
H  -1.54  -0.83  -4.55  0.348

---

Record 3
Below is C21H42N5PdSi as an isolated structure, with properties calculated with ωB97M-V/def2-TZVPD.

Properties
LUMO = 2.989 eV
max |F| = 0.66 eV Å⁻¹
charge = -1
gap between HOMO and LUMO = 5.31 eV

Last column: Mulliken charge in e.
Element x y z (Å)
Pd  -0.11  -0.15  0.23  0.021
C  2.75  -0.18  1.22  -1.461
N  2.87  0.31  -0.14  1.175
C  3.80  -0.48  -0.91  -1.223
C  3.15  1.72  -0.18  -1.279
C  2.03  2.57  0.43  -1.177
N  0.67  2.21  0.04  0.951
C  0.51  2.28  -1.41  -1.151
C  -0.27  3.10  0.70  -0.912
H  3.67  -0.01  1.82  0.278
H  2.54  -1.25  1.20  0.327
H  1.90  0.30  1.71  0.224
H  4.84  -0.39  -0.54  0.331
H  3.79  -0.15  -1.95  0.311
H  3.50  -1.52  -0.88  0.274
H  3.30  2.01  -1.22  0.491
H  4.08  1.97  0.36  0.394
H  2.23  3.62  0.12  0.399
H  2.08  2.54  1.52  0.472
H  0.81  3.28  -1.80  0.315
H  -0.53  2.10  -1.67  0.261
H  1.12  1.51  -1.88  0.272
H  -0.07  4.16  0.47  0.379
H  -0.22  2.96  1.78  0.273
H  -1.28  2.86  0.37  -0.107
C  -3.27  0.69  0.79  -0.034
C  -4.77  0.41  1.04  -0.714
N  -5.41  -0.08  -0.18  -0.201
C  -5.32  0.97  -1.20  -0.818
C  -3.83  1.38  -1.41  -0.805
N  -2.96  0.50  -0.63  0.131
C  -3.21  -0.89  -1.00  0.346
C  -4.68  -1.26  -0.65  -0.911
H  -2.62  0.01  1.34  -0.353
H  -2.99  1.70  1.08  0.433
H  -5.30  1.32  1.35  0.306
H  -4.91  -0.33  1.83  0.298
H  -5.93  1.82  -0.88  0.348
H  -5.75  0.58  -2.12  0.283
H  -3.65  2.41  -1.09  0.410
H  -3.55  1.30  -2.46  0.519
H  -2.49  -1.52  -0.48  -0.566
H  -3.02  -0.99  -2.07  0.546
H  -4.71  -2.00  0.15  0.344
H  -5.21  -1.68  -1.51  0.286
C  -2.26  -2.73  2.40  -0.791
Si  -0.47  -3.04  1.88  -0.233
C  0.59  -2.24  3.21  -0.984
C  -0.23  -4.91  2.12  -1.342
N  -0.15  -2.40  0.35  0.345
C  0.26  -2.93  -0.83  0.642
C  0.46  -2.07  -1.94  0.039
C  0.90  -2.51  -3.17  -0.813
C  1.17  -3.86  -3.39  -0.551
C  0.97  -4.74  -2.32  -0.584
C  0.53  -4.30  -1.09  -0.568
H  -2.43  -3.04  3.44  0.508
H  -2.95  -3.29  1.76  0.172
H  -2.50  -1.67  2.31  0.138
H  0.27  -2.54  4.22  0.412
H  0.52  -1.15  3.13  0.165
H  1.64  -2.51  3.09  0.274
H  -0.48  -5.17  3.16  0.308
H  0.80  -5.22  1.94  0.340
H  -0.88  -5.50  1.47  0.350
H  0.25  -1.02  -1.71  0.283
H  1.04  -1.79  -3.97  0.363
H  1.52  -4.22  -4.35  0.350
H  1.17  -5.80  -2.46  0.364
H  0.39  -5.03  -0.30  0.128